This record from the Open Molecules 2025 dataset describes a 3-piece molecular cluster, C15H29F9O9PS3 overall in a non-equilibrium geometry. The level of theory is ωB97M-V/def2-TZVPD.

The geometry in ORCA input format:
```
! RIJCOSX wB97M-V def2-TZVPD def2/J DEFGRID3
* xyz 1 1
C 3.76 -2.23 1.35
C 3.22 -0.83 1.06
C 1.68 -0.89 0.91
C 1.15 -1.26 -0.49
C 2.22 -1.47 -1.59
S -0.05 -0.08 -1.26
C -1.75 -0.10 -0.56
F -2.55 -0.48 -1.58
F -2.07 1.16 -0.38
C -2.11 -0.89 0.72
F -1.18 -1.73 1.17
F -2.28 0.00 1.70
C -3.45 -1.72 0.69
F -3.44 -2.37 1.84
F -3.41 -2.67 -0.22
C -4.77 -0.88 0.66
F -5.34 -0.93 1.83
F -5.60 -1.42 -0.19
F -4.61 0.38 0.34
P 0.74 1.91 -0.72
O 0.18 2.75 -1.72
O 2.31 1.85 -0.95
O 0.37 2.37 0.75
H 3.44 -2.52 2.36
H 3.35 -2.99 0.69
H 4.85 -2.29 1.30
H 3.40 -0.23 1.95
H 3.73 -0.31 0.24
H 1.27 0.02 1.36
H 1.37 -1.70 1.58
H 0.63 -2.21 -0.43
H 3.02 -2.12 -1.24
H 1.72 -2.01 -2.40
H 2.59 -0.54 -2.01
H 2.74 1.98 -0.08
H -0.20 1.75 1.22
O 1.17 4.20 3.62
S 0.38 5.35 3.29
O 0.77 6.24 2.24
O 0.09 6.18 4.61
C 1.22 6.63 5.39
C 1.95 7.78 4.74
C -1.28 4.85 2.98
H 1.89 5.80 5.60
H 0.81 6.96 6.35
H 2.42 7.48 3.81
H 2.74 8.16 5.40
H 1.27 8.60 4.50
H -1.61 4.19 3.79
H -1.29 4.32 2.03
H -1.91 5.73 2.92
O 0.49 -3.55 -3.49
S -0.82 -4.14 -3.58
O -1.12 -5.36 -2.91
O -1.22 -4.26 -5.11
C -0.34 -4.99 -6.00
C -0.42 -6.49 -5.79
C -2.01 -2.93 -3.12
H 0.68 -4.63 -5.90
H -0.67 -4.75 -7.01
H -0.05 -6.77 -4.80
H 0.17 -7.01 -6.53
H -1.46 -6.83 -5.85
H -1.79 -2.00 -3.65
H -1.93 -2.78 -2.05
H -3.00 -3.29 -3.37
*
```

The gap between HOMO and LUMO is 8.775 eV. The total energy is -3700.573796 a.u. For the molar mass, the calculation gives 651.55 Da.

Atomic partial charges in e from the Mulliken method, atoms 1 to 6: atom 1 (C): -1.4436, atom 2 (C): -1.0253, atom 3 (C): -0.3339, atom 4 (C): 0.5397, atom 5 (C): -1.5210, atom 6 (S): -0.1017